Record 1
9
Properties=species:S:1:pos:R:3:forces:R:3:nbo_charge:R:1 method="wB97M-V/def2-TZVPD" multiplicity=1 gap_ev=8.88 total_charge=0 e_homo_ha=-0.3103 energy_ha=-590.041537 mol_weight_g_mol=88.13 e_lumo_ev=0.44 e_above_lowest_kcal_mol=52.2 smiles="O=C1C[C@@H]1S"
C -1.14726 0.03716 -0.17574 0.57 -2.89 0.54 0.61
C -0.21429 1.08887 -0.32730 1.30 3.27 0.73 -0.53
C 0.33448 -0.17498 0.30413 -1.34 -0.91 2.86 -0.53
O -2.16752 -0.57139 -0.33571 0.51 1.13 -0.06 -0.46
S 1.50771 -1.23775 -0.42899 0.92 1.26 -2.17 0.04
H 0.16932 1.43071 -1.31198 -0.45 -0.21 0.68 0.26
H -0.20748 1.88749 0.49039 -0.38 -0.72 -1.55 0.26
H 0.51609 -0.24797 1.46087 -0.68 0.99 -2.22 0.24
H 1.20894 -2.21215 0.32433 -0.46 -1.92 1.19 0.11


Record 2
115
Properties=species:S:1:pos:R:3:forces:R:3:lowdin_spin:R:1 method="wB97M-V/def2-TZVPD" s_squared=0.769 multiplicity=2 gap_ev="8.20 / 8.14" total_charge=-1 e_homo_ha="-0.2185 / -0.2166" energy_ha=-4818.867089 mol_weight_g_mol=908.72 e_lumo_ev="2.25 / 2.25"
Cr 1.38630 0.75062 -0.30188 0.00 -0.51 -0.49 0.95
C 4.27874 3.59382 2.31320 0.01 0.02 0.00 0.00
C 2.98451 3.67266 1.50485 -0.02 0.00 0.06 0.00
C 2.47864 5.11217 1.39940 0.02 0.01 0.00 0.00
C 1.93111 2.80435 2.11644 0.00 -0.04 -0.01 0.00
C 1.45230 2.96358 3.42090 0.02 0.01 0.02 0.00
C 0.47925 2.00185 3.58803 -0.03 0.06 0.01 0.01
C -0.36956 1.75474 4.80026 -0.02 0.00 0.01 0.00
C -1.25154 2.97175 5.08952 -0.01 -0.01 0.00 0.00
C 0.50248 1.41068 6.00854 0.00 -0.01 0.00 0.00
N 0.39069 1.31721 2.43774 0.08 -0.13 0.07 0.00
N 1.28453 1.78951 1.52800 -0.05 0.21 0.27 -0.01
B -0.54610 0.17534 2.02712 0.08 0.07 0.10 0.00
N 0.32388 -1.07094 1.72575 -0.07 0.13 -0.38 0.00
N 1.39148 -0.96662 0.87442 0.31 -0.39 0.55 -0.01
C 2.00356 -2.16051 0.85261 -0.27 0.11 0.00 0.00
C 1.29551 -3.03103 1.69632 0.01 -0.08 -0.06 0.00
C 0.24859 -2.31902 2.22463 0.04 0.00 0.14 0.00
C -0.78457 -2.87164 3.16818 -0.08 0.02 -0.07 0.00
C -0.82490 -2.20146 4.54476 0.01 0.00 -0.01 0.00
C -2.16299 -2.94007 2.50118 0.02 0.01 -0.05 0.00
C 3.23019 -2.71800 0.14068 -0.01 0.02 0.11 0.00
C 3.93725 -2.00285 -1.00056 -0.16 0.10 -0.03 0.00
C 4.27590 -3.04735 1.21864 0.04 0.00 0.01 0.00
N -1.36774 0.68588 0.82546 -0.01 -0.34 -0.15 0.00
N -0.69793 0.99913 -0.32732 -0.27 0.24 -0.08 -0.01
C -1.61631 1.34603 -1.23703 0.11 0.01 0.02 0.00
C -2.87941 1.25667 -0.65055 -0.11 -0.18 -0.09 0.00
C -2.69914 0.84856 0.65023 -0.01 0.19 0.17 0.00
C -3.85392 0.82344 1.64233 0.05 -0.01 -0.02 0.00
C -3.62480 0.40028 3.08964 -0.06 0.03 0.04 0.00
C -4.48483 2.22690 1.66727 0.01 -0.03 0.00 0.00
C -1.50548 1.90329 -2.64312 0.01 0.09 0.05 0.00
C -0.24374 1.73661 -3.47547 -0.01 -0.08 0.00 0.00
C -1.85527 3.39998 -2.56655 0.05 0.02 -0.01 0.00
H 5.06049 4.16823 1.81315 0.00 0.00 0.00 0.00
H 4.14691 3.99669 3.32212 0.00 -0.01 0.00 0.00
H 4.61888 2.56073 2.39478 0.00 0.00 -0.01 0.00
H 3.20769 3.33663 0.50838 -0.02 -0.04 -0.08 0.00
H 2.31212 5.55025 2.38829 -0.01 0.00 -0.01 0.00
H 3.21251 5.72344 0.87092 0.00 0.00 0.01 0.00
H 1.54162 5.15193 0.84220 0.01 0.00 -0.01 0.00
H 1.77868 3.69462 4.14212 0.00 0.00 -0.01 0.00
H -1.01911 0.90335 4.59993 0.04 0.01 -0.01 0.00
H -0.63719 3.84154 5.33106 0.00 0.00 0.00 0.00
H -1.86319 3.22893 4.22304 0.00 0.00 0.00 0.00
H -1.91491 2.77513 5.93504 0.01 0.01 0.00 0.00
H 1.16653 2.24212 6.25376 0.00 0.00 0.00 0.00
H -0.11803 1.20042 6.88262 0.00 0.01 0.00 0.00
H 1.12225 0.53619 5.80624 0.00 0.00 0.00 0.00
H -1.27934 -0.09820 2.90782 0.07 -0.01 -0.06 0.00
H 1.51651 -4.07038 1.87916 0.02 0.01 0.01 0.00
H -0.45129 -3.89946 3.33760 -0.03 -0.01 0.00 0.00
H -1.28204 -1.21515 4.50535 -0.01 -0.03 0.02 0.00
H -1.40786 -2.81398 5.23619 0.00 -0.01 0.00 0.00
H 0.18191 -2.09073 4.95111 0.00 0.00 0.00 0.00
H -2.44350 -1.97050 2.08675 0.02 -0.09 0.00 0.00
H -2.15735 -3.65450 1.67633 0.01 0.01 0.00 0.00
H -2.92902 -3.24567 3.21763 -0.01 -0.01 0.00 0.00
H 2.86251 -3.67126 -0.25850 0.03 -0.01 0.01 0.00
H 4.44446 -1.11328 -0.65202 0.06 0.24 0.06 0.00
H 4.68750 -2.68981 -1.40147 -0.02 0.02 0.00 0.00
H 3.28956 -1.70630 -1.81834 -0.07 0.06 -0.03 0.00
H 4.64699 -2.12107 1.66273 0.00 -0.01 0.01 0.00
H 3.87275 -3.67216 2.01661 0.00 0.02 -0.01 0.00
H 5.12213 -3.56727 0.76548 0.01 0.00 0.01 0.00
H -3.81846 1.46683 -1.13584 0.00 0.03 -0.01 0.00
H -4.59457 0.13912 1.21219 0.01 0.00 0.01 0.00
H -2.93139 1.07715 3.58943 -0.03 0.00 0.01 0.00
H -4.58103 0.46126 3.61457 -0.01 0.00 0.00 0.00
H -3.25237 -0.61396 3.19774 -0.05 0.07 0.01 0.00
H -3.76362 2.94836 2.05860 0.00 0.00 0.00 0.00
H -4.78258 2.56032 0.67563 0.00 0.00 -0.01 0.00
H -5.36422 2.23465 2.31538 0.00 0.00 0.00 0.00
H -2.31892 1.39882 -3.17610 -0.03 0.02 -0.04 0.00
H 0.61608 2.19967 -3.00645 0.09 0.02 0.05 0.00
H 0.00639 0.70299 -3.68888 0.01 -0.12 0.04 0.00
H -0.41384 2.23663 -4.43334 -0.01 -0.03 -0.01 0.00
H -1.07765 3.93161 -2.01298 0.00 -0.01 -0.01 0.00
H -1.90024 3.82016 -3.57324 -0.01 0.01 0.00 0.00
H -2.81158 3.57934 -2.07268 0.01 -0.02 0.01 0.00
O 4.23385 3.03425 -1.31446 -0.01 0.05 0.08 0.00
S 3.30113 1.94841 -1.47593 0.01 -0.10 -0.11 0.00
O 3.39651 1.20996 -2.70467 0.11 0.12 -0.01 0.00
O 1.84311 2.42757 -1.23015 -0.15 -0.17 -0.19 0.01
O 3.34025 0.99313 -0.25613 -0.03 -0.37 -0.26 0.01
Cl -2.26847 -0.74592 -5.93588 0.04 0.00 0.07 0.00
C -0.68333 -1.40437 -6.23466 -0.05 0.07 -0.03 0.00
C 0.16658 -0.63917 -7.01616 -0.03 0.00 0.01 0.00
C 1.41371 -1.11381 -7.36876 0.01 -0.03 0.03 0.00
C 1.79623 -2.37465 -6.94272 0.04 0.04 -0.03 0.00
C 0.94578 -3.11321 -6.15216 -0.04 0.02 0.02 0.00
Cl 1.49929 -4.68450 -5.62067 -0.02 0.00 0.02 0.00
C -0.31323 -2.65350 -5.73074 0.13 -0.01 0.11 0.00
N -1.10466 -3.46225 -4.91593 -0.08 0.00 -0.03 0.00
C -1.85113 -2.99401 -3.77301 0.11 0.01 0.09 0.00
C -3.23636 -2.96300 -3.86523 -0.01 -0.09 0.01 0.00
C -4.01224 -2.59616 -2.78041 0.01 -0.01 0.02 0.00
C -3.39425 -2.26829 -1.58128 -0.01 0.05 0.01 0.00
C -2.01601 -2.32502 -1.47521 0.03 0.09 0.03 0.00
C -1.21895 -2.69478 -2.55733 0.05 0.16 -0.18 0.00
C 0.27599 -2.75976 -2.38529 0.06 0.07 0.15 0.00
C 0.99780 -1.41570 -2.63641 -0.05 -0.14 -0.13 0.00
O 1.52887 -1.21491 -3.71164 -0.08 0.01 0.03 0.01
O 0.96603 -0.61628 -1.62676 0.18 0.70 0.11 0.01
H -0.17384 0.33270 -7.34539 0.01 0.00 0.01 0.00
H 2.08373 -0.50834 -7.96238 0.00 0.00 0.00 0.00
H 2.76675 -2.77963 -7.19205 0.00 0.00 -0.01 0.00
H -0.59627 -4.30364 -4.68577 -0.06 -0.06 -0.02 0.00
H -3.69035 -3.23345 -4.80916 0.00 0.02 -0.01 0.00
H -5.09126 -2.57476 -2.86832 0.00 0.02 0.00 0.00
H -3.98726 -1.96595 -0.72815 -0.01 0.01 0.06 0.00
H -1.52799 -2.06514 -0.54107 -0.01 0.01 0.01 0.00
H 0.70677 -3.49158 -3.06399 0.09 -0.02 -0.02 0.00
H 0.49536 -3.05322 -1.35586 -0.02 -0.05 -0.01 0.00


Record 3
49
Properties=species:S:1:pos:R:3:forces:R:3:nbo_charge:R:1 method="wB97M-V/def2-TZVPD" multiplicity=1 gap_ev=8.65 total_charge=0 e_homo_ha=-0.2934 energy_ha=-1220.032966 mol_weight_g_mol=366.42 e_lumo_ev=0.66 e_above_lowest_kcal_mol=92.7 smiles="O=C1CNC(=O)CNC(=O)[C@@H]([C@@H](Nc2ccccc2)c2ccccc2)CN1"
O -1.80303 -1.15272 -3.94281 -2.05 2.44 -3.62 -0.57
O 0.30538 -2.97023 0.48984 0.80 -0.85 0.07 -0.62
O -0.99600 1.35997 -1.44489 -0.26 0.86 2.06 -0.59
C -1.24398 -1.62971 -3.04526 0.41 -3.39 3.28 0.67
C -0.73139 -2.69035 -0.05328 -1.33 1.16 -1.31 0.68
C -0.10797 0.56132 -1.23115 -0.24 -0.39 -0.96 0.71
C -0.71505 2.88117 5.59082 0.34 0.03 1.50 -0.25
C 4.45976 3.00989 -0.94243 3.85 -0.33 -0.94 -0.20
C -0.16516 1.60421 5.77078 -0.46 0.54 0.18 -0.20
C -0.60662 3.53536 4.36789 -1.22 1.59 1.35 -0.22
C 3.27231 3.63250 -1.11718 -1.54 0.05 0.12 -0.23
C 4.59898 1.83709 -0.20335 0.19 0.08 -0.47 -0.23
C 0.30532 0.95863 4.63586 1.04 -2.85 1.49 -0.25
C 0.06310 2.92559 3.36960 1.60 -0.44 -2.72 -0.21
C 2.14137 3.05021 -0.56346 -0.75 -0.41 1.33 -0.19
C 3.48904 1.23000 0.35180 0.55 -1.66 0.97 -0.15
C 0.52767 1.60884 3.47057 -0.19 0.51 -1.81 0.15
C 2.24352 1.78956 0.17251 -1.32 2.90 0.50 -0.07
N 0.44139 0.07801 -2.42297 1.17 -1.45 1.17 -0.62
N -1.93967 -2.64380 -2.31712 1.31 0.48 0.57 -0.66
N -1.38966 -1.54118 0.27150 -2.53 -0.30 -1.86 -0.63
N 1.16960 0.94502 2.39116 -1.62 3.28 -0.93 -0.62
C 0.20051 -1.32159 -2.76106 0.22 1.12 -1.67 -0.33
C -1.37943 -3.49879 -1.25670 3.65 2.00 -0.93 -0.31
C -0.72473 -0.49464 0.95389 1.46 -2.31 2.18 -0.23
C 0.99302 1.33410 0.96322 0.06 -1.10 -0.11 -0.02
C 0.40174 0.06712 0.15851 0.35 2.19 -0.15 -0.35
H -1.08837 3.46469 6.45283 0.08 -0.60 -0.54 0.21
H 5.41648 3.41713 -1.44256 -1.66 -0.49 0.95 0.21
H -0.06363 1.13041 6.76936 -0.47 0.33 -0.86 0.22
H -1.04988 4.57407 4.33263 0.81 -1.28 -0.38 0.22
H 3.18172 4.58138 -1.62589 0.10 0.00 -0.09 0.22
H 5.57421 1.36878 -0.07498 -0.18 0.25 -0.07 0.22
H 0.62962 -0.12676 4.67185 -0.33 1.31 0.25 0.20
H 0.40964 3.37650 2.42526 -0.76 0.53 0.67 0.20
H 1.22292 3.72859 -0.55598 0.92 -1.64 -0.02 0.22
H 3.68725 0.28866 0.99065 -0.72 1.57 -1.06 0.21
H 0.06081 0.65373 -3.13750 -0.39 0.47 -0.75 0.39
H -2.67465 -3.03638 -2.88448 -0.17 0.04 0.18 0.41
H -2.29656 -1.28519 -0.16736 1.25 -0.69 0.12 0.42
H 1.70275 0.20190 2.67470 1.47 -2.12 0.22 0.39
H 0.63117 -2.02016 -2.12263 0.98 -0.91 1.45 0.21
H 0.66297 -1.44441 -3.75852 -0.06 -0.23 0.47 0.24
H -0.52313 -4.14557 -1.63097 -1.28 0.33 0.58 0.21
H -2.14609 -3.98376 -0.79474 -2.12 -2.03 0.81 0.22
H -0.30071 -1.08868 1.85354 -0.52 1.87 -0.89 0.23
H -1.38814 0.29004 1.20486 -0.88 0.53 0.62 0.22
H 0.26716 2.18100 1.00001 0.39 -0.96 -0.47 0.23
H 1.20411 -0.66186 0.09330 0.09 -0.04 -0.46 0.24


Record 4
7
Properties=species:S:1:pos:R:3:forces:R:3:nbo_charge:R:1 method="wB97M-V/def2-TZVPD" multiplicity=1 gap_ev=11.79 total_charge=0 e_homo_ha=-0.4089 energy_ha=-262.137417 mol_weight_g_mol=70.05 e_lumo_ev=0.67 e_above_lowest_kcal_mol=16.6 smiles="N=C=O.C#N"
C -1.04633 1.50833 -0.00308 -0.02 0.05 -0.23 0.85
C 2.49943 0.17361 -0.17488 -0.16 -0.65 -0.18 0.06
N -2.04918 0.87315 -0.12193 -0.91 -0.54 -0.33 -0.79
N 2.82609 1.21114 0.15649 0.34 0.82 0.28 -0.29
O -0.09617 2.15557 -0.09234 0.85 0.61 0.21 -0.49
H 2.19818 -0.79708 -0.47671 -0.08 -0.21 -0.09 0.23
H -2.60714 0.31983 0.48629 -0.02 -0.08 0.34 0.42